15
Properties=species:S:1:pos:R:3:forces:R:3:nbo_charge:R:1 method="wB97M-V/def2-TZVPD" relative_energy_kcal_mol=102.4 lumo_ev=-0.928 orbital_gap_ev=8.189 smiles="C/C=C/NC(=O)C=O" homo_energy_ev=-9.12
C 2.410401 0.312216 1.051457 -2.210 -1.666 1.903 -0.636
C 1.063873 -0.362762 0.518628 2.360 0.803 2.174 -0.217
C 0.620939 -0.122801 -0.677579 1.265 0.552 -5.260 -0.027
C -2.001227 -0.149807 -1.038150 -3.262 3.542 -2.501 0.541
C -2.402211 -0.035454 0.462095 1.925 -2.288 0.479 0.349
H 2.840684 0.712959 0.116317 0.609 0.140 1.155 0.223
H 3.061829 -0.441984 1.785797 -1.499 2.014 -2.458 0.228
H 1.906079 1.081252 1.794165 1.674 -0.981 -1.630 0.229
H 0.443509 -0.798486 1.278864 -0.126 -0.125 -0.098 0.246
H 1.309992 0.204086 -1.749011 -1.416 -0.570 4.025 0.191
H -0.645028 -0.138019 -2.262031 0.790 -0.194 -1.199 0.410
H -3.430979 0.308233 0.707048 0.595 0.135 -0.213 0.169
N -0.624262 -0.401423 -1.306031 -4.343 0.557 -0.081 -0.598
O -2.957678 0.304397 -1.975172 6.151 -3.274 5.191 -0.609
O -1.595920 -0.472409 1.293604 -2.513 1.354 -1.486 -0.499